Entry 1:
Molecular formula: C32H59BF2O2PV
Method: DFT, ωB97M-V/def2-TZVPD

Element x y z (Å)
V -0.535 -0.525 -2.513
C 3.033 0.908 0.853
C 2.474 0.526 2.207
C 2.275 -0.998 2.377
C 1.310 -1.677 1.297
P 0.874 -3.410 1.599
C 2.398 -4.420 1.667
C 3.223 -4.318 0.348
C 4.405 -5.272 0.409
C 5.458 -5.047 -0.660
C -0.097 -3.569 3.155
C -1.592 -3.019 3.057
C -2.349 -3.214 4.377
C -1.708 -2.672 5.687
C -0.182 -3.954 0.256
C -0.587 -5.439 0.282
C -1.772 -5.765 -0.638
C -1.529 -5.677 -2.128
H 2.683 0.408 -0.050
H 4.121 0.834 0.852
H 2.864 1.965 0.651
H 1.570 1.134 2.159
H 3.086 0.976 2.989
H 1.902 -1.005 3.401
H 3.215 -1.533 2.517
H 1.827 -1.618 0.339
H 0.374 -1.119 1.334
H 2.196 -5.480 1.819
H 3.015 -4.051 2.486
H 3.557 -3.301 0.141
H 2.566 -4.699 -0.434
H 4.127 -6.325 0.365
H 4.982 -5.240 1.333
H 6.195 -5.847 -0.737
H 5.909 -4.066 -0.513
H 5.032 -5.006 -1.662
H 0.482 -3.127 3.966
H -0.181 -4.643 3.320
H -2.128 -3.457 2.215
H -1.542 -1.945 2.879
H -2.271 -4.294 4.500
H -3.386 -2.905 4.248
H -1.418 -1.630 5.555
H -0.763 -3.165 5.912
H -2.432 -2.839 6.484
H 0.402 -3.757 -0.643
H -1.034 -3.275 0.226
H -1.044 -5.741 1.224
H 0.296 -6.065 0.154
H -2.633 -5.148 -0.380
H -1.991 -6.810 -0.418
H -2.409 -5.745 -2.767
H -0.904 -6.515 -2.436
H -1.046 -4.745 -2.423
B -1.019 -0.018 -4.624
H -1.876 0.197 -4.004
H -0.622 -0.981 -4.343
H -1.292 0.083 -5.663
H -0.270 0.704 -4.340
C -0.467 1.850 -0.381
O -0.485 1.682 -1.815
H -0.150 2.826 -0.014
H -1.454 1.669 0.045
H 0.154 1.094 0.098
C 2.241 5.061 -1.547
C 2.437 4.278 -2.834
O 2.027 4.673 -3.936
C 3.279 3.074 -2.715
H 1.333 4.560 -1.210
H 2.023 6.111 -1.740
H 3.056 4.923 -0.836
H 2.766 2.378 -2.052
H 4.253 3.343 -2.306
H 3.538 2.682 -3.699
F -4.155 3.630 -3.238
C -4.408 3.609 -1.842
C -4.960 4.662 -1.172
C -5.243 4.592 0.183
C -4.874 3.475 0.891
C -4.267 2.400 0.260
C -4.094 2.443 -1.136
H -5.242 5.548 -1.722
H -5.682 5.434 0.698
H -5.032 3.515 1.958
H -3.990 1.537 0.847
H -3.749 1.538 -1.613
F -2.019 5.420 -3.299
C -1.568 6.238 -2.327
C -1.513 5.749 -1.049
C -1.046 6.604 -0.038
C -0.719 7.933 -0.329
C -0.833 8.411 -1.624
C -1.260 7.557 -2.646
H -1.892 4.739 -1.007
H -0.898 6.187 0.947
H -0.306 8.563 0.445
H -0.656 9.454 -1.842
H -1.383 7.890 -3.666

Forces on atoms 1 to 3 (eV/Å):
-0.6 4.5 -1.2
1.7 0.8 -0.5
-0.3 0.1 -1.9

Values from the calculation:
Spin multiplicity ... 5
HOMO level (spin up / spin down) ... -13.089 / -13.216 eV
Strongest force on any atom ... 5.287 eV/A
Total charge ... +2
Frontier orbital gap (spin up / spin down) ... 7.1088 / 3.5362 eV
Energy ... -79301.31507 eV
Molar mass ... 606.548 g/mol

***

Entry 2:
Molecular formula: C32H59F6N6O15S2
Method: DFT, ωB97M-V/def2-TZVPD

Element x y z (Å)
C -6.412 0.409 0.940
O -5.780 -0.797 0.513
C -4.372 -0.614 0.437
C -3.875 -0.418 -1.007
C -2.370 -0.797 -1.107
C -1.404 0.374 -1.405
C -1.910 1.717 -0.845
C -0.937 2.904 -0.895
S 0.777 2.541 -1.491
O 1.477 1.757 -0.518
O 0.747 2.074 -2.843
F 1.453 3.983 -1.519
C -1.348 4.046 -1.860
S -1.832 3.690 -3.616
O -0.853 4.216 -4.533
O -2.058 2.278 -3.787
C -3.514 4.450 -3.906
F -4.154 4.589 -2.747
F -3.383 5.614 -4.504
C -4.393 3.543 -4.829
F -4.891 2.537 -4.162
F -5.412 4.301 -5.212
F -3.754 3.162 -5.898
N -1.340 5.230 -1.388
C -1.660 6.470 -2.079
C -0.553 6.741 -3.122
O 0.583 6.492 -2.875
O -0.944 7.260 -4.306
C -1.000 5.243 0.062
C -0.077 6.346 0.601
C 1.429 6.055 0.553
O 2.176 6.829 0.035
C -0.730 3.786 0.408
C -1.313 3.329 1.748
O -2.625 3.791 1.976
O -3.395 3.604 0.797
H -7.470 0.188 1.083
H -6.277 1.158 0.147
H -6.020 0.759 1.901
H -4.021 0.187 1.103
H -3.936 -1.552 0.793
H -4.113 0.565 -1.424
H -4.430 -1.143 -1.608
H -2.269 -1.499 -1.938
H -2.036 -1.356 -0.229
H -0.459 0.148 -0.894
H -1.168 0.389 -2.467
H -2.287 1.540 0.159
H -2.770 2.012 -1.454
H -2.650 6.444 -2.534
H -1.665 7.320 -1.399
H -0.509 6.720 -4.981
H -1.977 5.508 0.500
H -0.362 6.503 1.648
H -0.217 7.310 0.110
H 1.850 5.149 1.029
H 0.346 3.668 0.589
H -0.707 3.787 2.534
H -1.198 2.247 1.885
H -4.096 2.975 1.022
C 0.354 -2.905 -2.518
O -0.786 -2.636 -2.856
N 1.461 -2.324 -3.015
C 2.787 -2.687 -2.555
C 1.320 -1.306 -4.044
H 0.571 -3.673 -1.758
H 3.282 -1.806 -2.138
H 3.377 -3.071 -3.389
H 2.720 -3.455 -1.786
H 0.721 -0.478 -3.667
H 0.813 -1.728 -4.913
H 2.300 -0.939 -4.337
C 2.679 -2.785 1.570
O 1.659 -3.238 2.051
N 3.902 -3.338 1.678
C 5.077 -2.740 1.074
C 4.046 -4.577 2.425
H 2.678 -1.849 0.982
H 5.523 -3.436 0.361
H 5.812 -2.506 1.846
H 4.809 -1.822 0.553
H 3.425 -5.353 1.975
H 3.713 -4.421 3.453
H 5.086 -4.894 2.424
C 6.381 -5.986 5.030
O 7.261 -5.510 4.334
N 5.885 -5.424 6.145
C 4.834 -6.054 6.926
C 6.423 -4.146 6.579
H 5.908 -6.952 4.788
H 3.963 -5.396 6.969
H 5.190 -6.246 7.939
H 4.544 -7.000 6.476
H 6.275 -3.398 5.799
H 7.494 -4.239 6.764
H 5.923 -3.827 7.490
C 7.244 -9.473 8.227
O 6.244 -8.786 8.131
N 8.406 -9.221 7.596
C 9.572 -10.071 7.744
C 8.478 -8.051 6.740
H 7.277 -10.378 8.855
H 10.402 -9.493 8.154
H 9.863 -10.472 6.771
H 9.353 -10.899 8.415
H 8.263 -7.157 7.328
H 7.728 -8.133 5.954
H 9.466 -7.967 6.295
C -10.673 4.175 -6.116
O -11.741 4.745 -6.068
N -9.580 4.640 -6.761
C -8.328 3.913 -6.780
C -9.673 5.913 -7.457
H -10.502 3.203 -5.620
H -7.544 4.525 -6.333
H -8.055 3.676 -7.811
H -8.419 2.985 -6.217
H -9.940 6.701 -6.752
H -10.450 5.861 -8.220
H -8.720 6.149 -7.923

Forces on atoms 1 to 3 (eV/Å):
-0.1 -0.6 -0.5
0.3 1.0 0.7
-0.1 -0.7 -0.6

Values from the calculation:
HOMO level ... -10.418 eV
Strongest force on any atom ... 3.854 eV/A
Total charge ... +1
Frontier orbital gap ... 4.7386 eV
Energy ... -111755.75738 eV
Molar mass ... 945.973 g/mol